Record 1
Density functional theory data (ωB97M-V/def2-TZVPD) for 2 unconnected molecules or ions with the total composition C3H8OS2 in a non-equilibrium geometry.

Calculated values
Gap between HOMO and LUMO, eV: 9.4
Energy relative to the best compared isomer or geometry (same formula, charge and spin), kcal per mole: 60.0
HOMO energy, eV: -9.238

Each line ends with the Löwdin charge.
Element x y z (Å)
H: 1.9519 -0.6599 -0.7957  0.09
O: 1.3034 1.2649 0.2371  -0.24
H: 1.2344 1.6543 -0.6197  -0.04
S: -2.0846 1.7182 -0.2920  0.41
H: -1.6528 -0.1535 1.4213  0.02
C: 0.0115 -0.3047 -0.0636  -0.68
H: -0.2621 -1.3236 1.7859  0.08
C: 1.0054 -1.2167 -0.6975  -0.12
H: 0.6717 -1.4781 -1.6410  0.03
S: -1.2246 0.1158 -1.2230  0.56
C: -0.6296 -0.4158 1.3328  -0.13
H: -0.1054 0.4009 1.8254  0.08
H: -1.5234 2.5194 -1.2157  -0.17
H: 1.3043 -2.1213 -0.0542  0.12

***

Record 2
Density functional theory data (ωB97M-V/def2-TZVPD) for a molecular structure, C37H37Br2F5N5O2PbSTe2 in a non-equilibrium geometry.

Calculated values
Gap between HOMO and LUMO (alpha / beta), eV: 6.6 / 7.2
Energy relative to the best compared isomer or geometry (same formula, charge and spin), kcal per mole: 38.2
⟨S²⟩: 0.762
Spin multiplicity: 2
HOMO energy (alpha / beta), eV: -7.545 / -8.489

Each line ends with the Löwdin charge.
Element x y z (Å)
H: 1.1224 0.8691 3.1718  0.10
C: 2.9251 0.2980 0.0634  -0.70
C: 4.8506 -1.7984 -3.8821  -0.04
C: -0.4621 -0.8406 5.5912  -0.66
H: 0.1652 4.2470 2.0262  0.09
C: -1.1327 3.4358 0.6800  -0.70
F: -2.0834 -3.6273 -2.7329  -0.53
C: -3.1170 3.9916 -0.6524  -0.47
C: 4.7055 -3.0668 -3.0822  -0.28
H: 2.3214 -3.9252 -3.7669  0.04
H: 3.0641 1.2624 -2.5365  0.07
C: -2.4263 -3.5880 2.8469  -0.05
Pb: -0.4825 -0.0283 0.2755  1.52
C: 1.8554 0.2057 -3.9632  -0.28
C: -1.0420 -1.5581 3.3900  -0.20
C: 0.4076 0.0905 5.0466  -0.09
H: 4.8648 1.1927 -0.2059  0.08
C: -2.9882 1.9662 -1.9684  0.00
C: 1.7661 -2.0849 -4.7881  -0.36
H: -4.4771 1.7861 -3.4741  0.11
C: 5.5062 -5.3217 -2.6635  -0.26
C: -1.1883 -1.6821 4.7709  -0.05
H: 4.5353 0.5932 1.4263  0.08
O: 1.8124 0.4963 0.6834  -0.28
Te: 2.0075 -1.9135 -1.7104  1.91
H: 1.9065 -4.2959 -0.2293  0.04
N: -0.1179 3.3899 1.5865  0.10
H: 1.3581 1.1292 -2.0891  0.05
Te: -0.9949 -1.9853 -3.2876  1.97
H: 2.5401 -3.9377 -5.5114  0.10
H: 4.4131 -1.9057 -4.8761  0.09
H: -4.7135 5.3632 -1.1065  0.11
H: 1.0189 0.7210 5.6744  0.11
N: -1.3860 -2.3100 1.1362  0.02
C: -2.4941 2.7696 -0.9463  -0.31
C: -4.2363 4.4222 -1.3452  -0.10
H: 3.2645 -3.6697 0.7186  0.08
C: -2.5409 -4.3204 0.5623  -0.05
C: -1.6624 -2.5051 2.4352  -0.21
F: -2.3482 -1.9681 -4.7320  -0.52
H: 1.2008 -2.2909 -6.8330  0.13
H: 6.2298 -4.0387 -4.2173  0.12
H: 1.8431 2.2469 -3.3589  0.09
N: -0.2513 -0.6146 2.8660  0.01
C: 0.8214 0.2875 -7.6144  -0.03
H: 0.2395 1.2000 -7.4957  0.08
H: -2.4987 1.0322 -2.2203  0.08
H: 1.6886 0.5167 -8.2378  0.09
N: 3.1830 -0.4931 -0.9253  -0.17
C: 0.4598 0.1683 3.6666  -0.12
O: 0.0369 -1.1648 -1.5994  -1.04
F: 0.7246 -3.6516 -2.0215  -0.57
C: -4.0990 2.4008 -2.6687  -0.06
C: 5.5408 -4.1413 -3.3855  -0.01
H: -1.8474 -2.4180 5.2051  0.10
C: 2.9602 -4.4470 0.0129  -0.08
H: 4.3759 -0.9677 -3.3709  0.05
C: 4.6560 -5.4035 -1.5658  -0.01
S: -2.2459 4.7966 0.6369  1.07
H: 3.7720 2.0978 0.8832  0.07
H: 5.7797 -7.3542 -3.2855  0.08
H: -5.5866 3.9288 -2.9220  0.10
C: 4.1059 1.1106 0.5674  -0.01
N: -1.3879 2.4874 -0.1566  -0.04
C: 6.3868 -6.4864 -3.0235  -0.05
H: -2.6836 -3.7488 3.8826  0.10
H: -2.8518 -4.9997 -0.2174  0.12
Br: -0.6205 -0.9851 7.4694  0.78
H: 0.9212 -4.0574 -4.8124  0.09
Br: -3.9267 -5.9630 2.4315  0.78
H: 3.0691 -5.4180 0.4932  0.08
C: -1.7952 -3.1958 0.2382  -0.10
C: 3.8091 -4.3591 -1.2284  -0.30
H: 4.6465 -6.3075 -0.9667  0.12
H: 1.4643 1.7088 -5.4120  0.12
H: -1.5205 -3.0284 -0.7835  0.04
C: 3.8021 -3.2090 -2.0281  -0.23
H: 7.0149 -6.7661 -2.1765  0.08
C: 2.0466 1.2703 -2.9220  -0.04
C: 1.5507 0.6423 -5.2440  -0.01
H: 0.2130 -0.4508 -8.1336  0.08
H: 7.0329 -6.2465 -3.8663  0.07
F: -2.4602 -1.3225 -2.1810  -0.46
H: 5.9084 -1.5671 -4.0155  0.09
C: 1.2610 -0.2314 -6.2773  -0.25
C: 1.9541 -1.1790 -3.7198  -0.34
H: 0.6065 2.7074 1.4059  0.07
C: -2.8700 -4.4897 1.8898  -0.65
C: -4.7205 3.6092 -2.3579  -0.09
C: 1.9003 -3.5846 -4.7007  -0.06
C: 1.3992 -1.5852 -6.0342  -0.02
F: -1.1032 -0.0516 -3.7269  -0.48

***

Record 3
Density functional theory data (ωB97M-V/def2-TZVPD) for a molecular structure, C50H108F6NO4P3S2 in a non-equilibrium geometry.

Calculated values
Gap between HOMO and LUMO, eV: 10.7
Total charge: +2
HOMO energy, eV: -13.594

Each line ends with the Löwdin charge.
Element x y z (Å)
H: 7.6041 7.5283 -1.3362  0.10
F: -1.5827 1.1032 -2.3243  0.10
H: -5.6278 1.5336 0.7956  0.11
H: 2.1955 3.3193 0.5562  0.11
H: 4.4763 2.6349 -2.8221  0.11
O: 1.6660 -2.1904 -1.0282  -0.27
C: 7.6058 0.4137 0.7774  -0.29
H: 8.8073 5.5747 -1.7281  0.12
H: -11.1599 2.7692 -4.1007  0.08
H: 6.4173 -4.8969 -3.4376  0.08
H: 2.9697 4.9673 -4.5328  0.10
C: 3.3363 -3.0713 1.7500  -0.22
H: -3.7270 5.7075 -0.9822  0.12
C: -0.3508 -4.7997 0.4439  -0.22
C: -1.6009 0.2909 -1.2157  -0.68
H: -1.1091 -3.9343 -1.4574  0.11
S: -0.0741 0.3266 -0.2155  0.59
S: 2.1008 -0.8975 -1.3979  0.56
H: 5.3846 4.7372 -0.2382  0.07
H: 3.5395 1.1458 0.7597  0.08
H: 1.5464 5.3632 -2.3749  0.10
C: 8.9009 0.5542 0.0223  -0.11
H: -1.3934 -5.6333 -1.4011  0.13
C: 3.2954 4.3356 -1.8696  -0.19
C: 2.5126 -4.2497 2.3670  -0.23
H: 1.7615 -8.7250 0.7237  0.10
H: -11.4318 1.4486 -1.9649  0.13
H: -4.8156 6.5763 0.1594  0.12
C: 6.9864 6.5764 -1.2473  -0.11
H: -5.2300 4.7009 1.5088  0.12
H: -4.1734 3.6950 0.5036  0.12
C: -8.0099 2.5735 4.0631  -0.22
H: 3.1559 2.0391 -1.8763  0.07
H: 3.9405 5.1052 -2.2228  0.10
C: -8.2787 1.5195 5.2315  -0.08
C: 2.2751 -0.9946 -3.1674  -0.72
C: 3.9031 -5.8326 -1.1327  -0.21
C: 2.1564 4.2583 -4.1671  -0.10
P: 2.2437 -5.6264 1.1799  1.03
C: -4.9085 4.5315 0.4366  -0.28
C: 3.0439 -1.4608 3.7090  -0.07
H: 0.9165 -6.1240 -0.6917  0.10
H: 1.5516 3.7737 2.7321  0.13
H: -7.3993 1.2378 2.5294  0.11
C: -1.3723 -4.7184 -0.7273  -0.26
H: -5.6772 3.9937 -1.4501  0.07
C: 5.8594 1.0468 -1.0725  -0.28
C: -5.5828 -0.8693 -0.9842  -0.29
H: 1.2590 -9.8751 2.5877  0.13
H: 7.4265 1.3347 1.4139  0.12
H: -7.1761 4.0371 2.1052  0.10
C: -8.4325 2.8648 -1.2343  -0.33
H: 5.2178 0.4656 -1.7014  0.06
H: 8.9021 1.3707 -0.7084  0.06
H: 2.8569 -2.2602 4.3641  0.05
H: 4.6686 -5.8160 0.9675  0.09
C: 5.3666 -5.5286 -1.6296  -0.27
C: 2.8276 -1.7088 2.1797  -0.24
H: 3.7130 3.7653 3.9367  0.06
H: 4.0111 2.0472 3.6553  0.06
C: 1.0440 -5.2411 -0.0871  -0.28
H: 5.9193 -6.4842 -1.7857  0.12
H: -4.1533 -1.3017 -2.4336  0.07
H: -9.2784 1.0650 5.3518  0.08
H: -8.5977 3.8702 -1.5237  0.09
C: -2.7869 -4.4506 -0.2559  -0.13
H: -7.9430 2.4034 -2.1270  0.12
H: 5.5580 -0.2004 0.5432  0.09
H: 4.9201 -3.8762 -2.9559  0.06
H: -2.9170 -3.6006 0.4363  0.08
H: -5.8357 -1.2796 -3.0180  0.09
H: 4.8596 -5.5059 -3.7604  0.08
H: -10.2734 2.6720 -0.2183  0.14
H: 6.3043 6.7261 -0.3982  0.08
N: 1.0261 0.2276 -1.3668  -0.27
F: -2.5698 0.7617 -0.4661  0.14
H: -6.6070 0.7028 -2.1227  0.12
H: -8.7490 3.9019 1.4487  0.12
C: 5.3915 -4.8607 -3.0196  -0.12
H: 9.7447 0.7307 0.6700  0.07
H: -2.4319 6.8788 0.7397  0.08
H: 2.4333 -0.6332 3.9805  0.06
H: -0.7297 -11.1335 1.5992  0.07
C: 6.0449 3.8608 -0.1978  -0.23
C: 1.6525 -7.0842 2.1330  -0.26
H: 4.3454 -3.3201 2.0298  0.11
C: 3.8460 2.8814 -1.9476  -0.24
H: -9.1326 1.6961 2.3164  0.12
C: 7.9309 5.3945 -1.0832  -0.24
C: -7.8419 3.2757 1.6356  -0.27
O: 3.3908 -0.4370 -0.9239  -0.31
H: 1.4923 -4.0907 2.7276  0.10
H: 7.8203 3.3495 -1.2670  0.07
C: 2.1969 2.8588 2.6415  -0.20
C: -5.9038 0.6049 -1.2580  -0.23
C: -6.3919 1.2723 0.0395  -0.28
H: -7.0093 2.8758 4.1139  0.07
H: -2.5326 5.2333 1.4478  0.07
H: 1.3171 -4.3928 -0.6942  0.06
H: -9.9603 0.8490 -2.6104  0.12
C: 2.9839 3.1392 1.3131  -0.26
C: -9.7109 2.0682 -1.0188  -0.26
H: 3.2663 -0.8628 1.5806  0.09
H: -7.5981 0.7515 5.1723  0.03
H: 6.4531 3.6697 0.8194  0.12
H: 3.6360 -6.7344 -1.7229  0.12
H: 3.1532 -4.9893 -1.3900  0.11
H: 3.0669 -4.7476 3.1226  0.08
O: -0.1250 -0.8046 0.6613  -0.28
C: 3.2263 2.8115 3.8179  -0.10
C: -3.1171 6.1131 1.1374  -0.12
H: 4.0865 -1.2477 3.8401  0.07
H: 4.8192 2.0197 1.6818  0.12
F: 2.4009 0.2022 -3.7385  0.15
C: 1.0515 -8.2438 1.3482  -0.28
H: 0.3763 -7.7880 0.6689  0.09
H: 9.1377 -0.3858 -0.5356  0.10
H: 7.6749 -0.4314 1.4953  0.12
C: 1.9301 4.4123 -2.6841  -0.23
H: 8.4352 5.4463 -0.1603  0.09
C: 3.8117 -6.2027 0.4179  -0.23
H: 6.4653 6.4163 -2.1396  0.05
H: 6.6536 1.3979 -1.7496  0.11
H: -0.2908 -8.8732 2.7292  0.09
C: 3.9905 2.1351 0.9114  -0.29
H: 1.2975 3.6454 -2.3201  0.09
F: -1.8707 -0.8943 -1.7193  0.15
C: 6.4463 0.0202 -0.0977  -0.24
H: -3.1234 -5.2965 0.3913  0.08
H: -3.5558 -4.4740 -1.0314  0.06
H: -0.3953 -3.8435 0.9944  0.11
H: -4.9125 1.0821 -1.4596  0.12
H: -6.7967 5.0553 -0.6137  0.14
H: 6.6242 4.1139 -2.1885  0.09
H: -7.0983 0.5677 0.5342  0.09
H: 0.0532 -10.3408 0.2277  0.07
C: -6.0639 4.1722 -0.5138  -0.24
H: -11.3229 3.6432 -2.5440  0.10
F: 3.2691 -1.8365 -3.4183  0.14
H: 2.5820 3.2799 -4.3517  0.06
H: 3.0452 4.5916 -0.8442  0.08
H: -9.4001 1.1614 -0.4400  0.12
C: -4.1189 5.7259 0.0444  -0.29
C: -8.1332 2.0971 2.5666  -0.24
H: 0.8663 -6.8273 2.8423  0.10
H: 6.7409 -0.9498 -0.6087  0.14
H: -9.8105 3.5878 -3.5248  0.07
H: 2.5231 -7.2152 2.7983  0.11
H: -8.7278 3.4601 4.2720  0.14
H: 2.7113 2.5262 4.7600  0.08
C: -10.6675 3.0122 -3.1691  -0.10
H: -6.5494 -1.2902 -0.5317  0.14
H: 1.7212 -1.6851 1.9655  0.10
H: 3.1945 -3.0272 0.6717  0.08
H: 3.5132 4.0669 1.4020  0.10
H: -8.1317 2.0119 6.1995  0.07
C: -10.4306 1.7929 -2.3196  -0.27
O: -0.0714 1.6586 0.3479  -0.28
H: -4.8271 -0.8979 -0.2353  0.09
C: 7.1218 4.1258 -1.2781  -0.23
P: -7.2296 2.8612 0.0055  0.96
H: 1.6331 1.9748 2.6800  0.07
F: 1.2241 -1.5929 -3.6904  0.16
H: -0.6984 -5.4920 1.2152  0.10
C: 0.4097 -9.3571 2.1208  -0.25
C: -5.1716 -1.6397 -2.1968  -0.09
H: 1.3461 4.4485 -4.8586  0.07
P: 4.9258 2.4684 -0.5654  1.00
H: -1.3374 -9.6329 0.8303  0.10
H: -3.5109 6.6707 2.0330  0.09
H: 3.8199 -7.2801 0.5405  0.08
H: -5.2855 -2.7124 -2.0665  0.07
C: -0.4377 -10.2013 1.1784  -0.09
H: 5.9525 -4.8608 -0.9640  0.10

***

Record 4
Density functional theory data (ωB97M-V/def2-TZVPD) for 2 unconnected molecules or ions with the total composition C2H5NOS in a non-equilibrium geometry.

Calculated values
Gap between HOMO and LUMO, eV: 9.2
Energy relative to the best compared isomer or geometry (same formula, charge and spin), kcal per mole: 93.8
Structure (SMILES): C#C.NSO
HOMO energy, eV: -8.427

Each line ends with the Löwdin charge.
Element x y z (Å)
H: -2.5794 -1.3800 -0.4035  0.10
O: -2.5174 1.2414 -1.0174  -0.48
C: 2.4232 0.5167 -0.9199  -0.01
H: 1.4788 0.3030 1.0654  0.01
H: -0.9392 -1.2585 -0.5575  -0.02
S: -1.7668 0.5615 0.3387  0.77
H: -3.4870 1.3177 -1.0040  0.03
H: 2.9901 0.8644 -1.7666  0.02
N: -1.6553 -0.9644 0.0052  -0.40
C: 1.7782 0.5135 0.0817  -0.04